1.
{"formula": "CH4N2O2S", "method": "ωB97M-V/def2-TZVPD", "species": ["S", "O", "O", "N", "N", "C", "H", "H", "H", "H"], "xyz": [[0.434, -0.944, 0.382], [1.214, -0.862, -0.834], [0.587, 0.337, 1.302], [0.336, -2.231, 1.209], [-0.654, 0.346, 0.448], [-0.508, 1.295, -0.568], [0.484, 1.189, -0.953], [-1.266, 1.207, -1.299], [-0.605, 2.402, -0.121], [-0.021, -2.737, 0.434]], "forces_ev_per_a": [[1.3, 1.4, 0.6], [-0.6, -0.6, 0.6], [0.9, -0.5, 0.4], [-0.3, 2.6, -0.3], [-1.7, -1.9, 1.2], [1.0, 3.9, 0.8], [0.4, 0.5, -0.9], [-0.8, -0.4, -0.7], [0.1, -2.5, -0.7], [-0.4, -2.4, -0.8]], "lowdin_charge": [0.696, -0.298, -0.189, -0.139, -0.201, -0.139, 0.056, 0.080, 0.148, -0.014], "orbital_gap_ev": 10.9252, "e_homo_ev": -10.6, "e_lumo_ev": 0.33, "charge": 0, "smiles": "CN1O[S@]1(=N)=O"}


2.
{"formula": "CH4N2O2S", "method": "ωB97M-V/def2-TZVPD", "species": ["S", "O", "O", "N", "N", "C", "H", "H", "H", "H"], "xyz": [[-2.063, 0.420, 0.194], [-2.650, -0.980, 0.216], [1.616, -1.196, -0.083], [0.224, -1.043, 0.000], [0.484, 1.375, -0.180], [-0.304, 0.191, 0.043], [-0.283, -1.681, 0.691], [-0.043, 2.269, -0.445], [1.827, -0.967, -1.016], [1.192, 1.612, 0.578]], "forces_ev_per_a": [[2.6, -1.5, -0.1], [0.1, 0.6, 0.1], [-0.2, 0.3, -0.2], [-1.1, -0.4, 1.3], [-0.1, 0.4, 0.8], [-1.7, 3.4, -0.2], [1.2, 0.6, -1.6], [0.7, -2.2, 0.7], [-0.3, -0.3, 0.7], [-1.2, -0.8, -1.4]], "lowdin_charge": [0.834, -0.699, -0.022, -0.056, 0.019, -0.609, 0.181, 0.109, 0.124, 0.120], "orbital_gap_ev": 8.0186, "e_homo_ev": -7.6, "e_lumo_ev": 0.38, "charge": 0}


3.
{"formula": "CH4N2O2S", "method": "ωB97M-V/def2-TZVPD", "species": ["S", "O", "O", "N", "N", "C", "H", "H", "H", "H"], "xyz": [[-3.018, -0.442, 0.420], [-0.283, 1.698, -1.430], [-2.969, -1.796, -0.077], [-0.641, 0.894, -0.516], [1.930, -0.238, 0.419], [-1.773, 0.358, -0.275], [0.034, 0.525, 0.085], [1.997, -1.214, 0.140], [2.167, -0.140, 1.398], [2.555, 0.353, -0.164]], "forces_ev_per_a": [[2.6, 1.9, -1.2], [-0.2, -0.5, 0.5], [-0.9, -1.7, -0.1], [-2.2, 1.0, -1.9], [0.1, 0.6, -0.5], [-2.0, 0.0, 1.1], [2.8, -0.7, 1.6], [0.2, 0.3, 0.1], [0.2, -0.1, -0.2], [-0.6, -0.8, 0.7]], "lowdin_charge": [0.909, -0.065, -0.568, -0.197, 0.019, -0.281, 0.069, 0.033, 0.025, 0.054], "orbital_gap_ev": 8.9261, "e_homo_ev": -9.5, "e_lumo_ev": -0.58, "charge": 0}


4.
{"formula": "CH4N2O2S", "method": "ωB97M-V/def2-TZVPD", "species": ["S", "O", "O", "N", "N", "C", "H", "H", "H", "H"], "xyz": [[-1.305, -0.032, -0.107], [-0.976, 1.872, -0.444], [-2.456, -0.615, -0.690], [0.109, -0.739, -0.774], [-1.165, -0.527, 1.404], [0.577, -0.163, -1.748], [0.216, 0.786, -2.016], [-0.740, 0.182, 1.966], [-2.021, -1.077, 1.864], [1.249, -0.622, -2.322]], "forces_ev_per_a": [[2.4, 6.2, -2.2], [-1.2, -6.2, 1.7], [-0.7, -0.5, -0.4], [-2.0, -2.2, 2.6], [-2.3, -1.4, 1.9], [-1.5, 2.4, -0.1], [-0.4, 1.5, -0.6], [0.2, 0.3, 0.7], [2.5, 1.9, -1.7], [3.1, -1.8, -2.0]], "lowdin_charge": [0.757, -0.483, -0.316, -0.110, -0.127, -0.059, 0.058, 0.062, 0.169, 0.050], "orbital_gap_ev": 9.8686, "e_homo_ev": -9.9, "e_lumo_ev": 0.00, "charge": 0, "smiles": "C=NS(N)(=O)=O"}


5.
{"formula": "CH4N2O3S", "method": "ωB97M-V/def2-TZVPD", "species": ["S", "O", "O", "O", "N", "N", "C", "H", "H", "H", "H"], "xyz": [[1.244, -0.444, 0.271], [1.729, -0.346, -1.048], [2.099, -0.590, 1.347], [0.407, 2.206, 0.577], [-1.501, 0.569, -0.490], [0.035, -1.533, 0.406], [0.268, 1.053, 0.365], [-1.194, 0.524, -1.432], [-2.027, 1.404, -0.483], [-0.506, -1.751, -0.535], [-0.554, -1.091, 1.021]], "forces_ev_per_a": [[-1.7, -1.0, -1.7], [0.3, -0.1, -1.3], [1.7, 0.1, 2.6], [0.5, -2.3, 0.2], [3.0, -0.8, 2.3], [1.1, -1.8, -4.1], [-4.1, 3.1, -1.8], [0.6, -0.3, -1.3], [-0.5, 1.5, 0.5], [1.5, 1.0, 2.6], [-2.5, 0.6, 1.9]], "lowdin_charge": [0.514, -0.245, -0.219, 0.134, 0.023, -0.076, -0.257, -0.017, -0.014, 0.149, 0.009], "orbital_gap_ev": [9.4574, 9.4580], "e_homo_ev": [-9.9, -9.9], "e_lumo_ev": [-0.44, -0.44], "charge": 0}


6.
{"formula": "CH4N2OS", "method": "ωB97M-V/def2-TZVPD", "species": ["S", "O", "N", "N", "C", "H", "H", "H", "H"], "xyz": [[-2.622, -0.409, -0.066], [2.300, -0.492, -0.185], [1.144, 0.310, -0.195], [-1.183, 0.374, 0.096], [-0.033, -0.209, -0.060], [0.100, -1.330, -0.189], [2.794, -0.637, 0.910], [1.405, 1.307, 0.152], [-3.904, 1.086, -0.461]], "forces_ev_per_a": [[-2.4, 2.2, -0.6], [1.4, -0.7, 4.0], [4.9, 4.8, 1.4], [2.3, 0.4, -0.2], [-4.4, -3.5, 0.0], [-0.5, 1.0, 0.1], [-2.7, 0.8, -4.5], [-1.1, -2.3, -1.1], [2.5, -2.6, 0.7]], "lowdin_charge": [0.500, -0.137, -0.104, -0.493, -0.403, 0.144, 0.245, 0.199, 0.048], "orbital_gap_ev": 7.3928, "e_homo_ev": -7.9, "e_lumo_ev": -0.52, "charge": 0}


7.
{"formula": "CH4N2OS", "method": "ωB97M-V/def2-TZVPD", "species": ["S", "O", "N", "N", "C", "H", "H", "H", "H"], "xyz": [[2.347, -0.057, -0.064], [-1.890, -0.776, -0.078], [-1.360, 0.508, 0.156], [0.675, -0.603, -0.135], [-0.017, 0.527, -0.143], [0.623, 1.521, -0.001], [-0.942, -1.180, -0.104], [-2.064, 1.198, -0.313], [2.627, -1.138, 0.682]], "forces_ev_per_a": [[-0.2, -1.7, 0.1], [2.4, -0.5, 0.3], [-1.9, 2.0, -1.9], [-0.9, 3.3, -0.5], [2.0, 0.7, 1.7], [-2.2, -1.6, -0.6], [-2.1, -1.0, -0.1], [2.2, -1.3, 1.1], [0.6, 0.2, 0.0]], "lowdin_charge": [0.699, -0.082, -0.082, -0.381, -0.382, 0.116, 0.072, 0.184, -0.144], "orbital_gap_ev": 9.3295, "e_homo_ev": -8.7, "e_lumo_ev": 0.68, "charge": 0}


8.
{"formula": "CH4N2OS", "method": "ωB97M-V/def2-TZVPD", "species": ["S", "O", "N", "N", "C", "H", "H", "H", "H"], "xyz": [[0.345, 2.063, 0.814], [0.348, -1.418, -1.735], [-0.604, 0.615, 1.021], [0.583, -0.579, -0.631], [-0.541, -0.414, 0.056], [1.025, -1.123, -2.372], [-1.112, 0.558, 1.871], [1.402, 1.371, 1.130], [-1.447, -1.072, -0.153]], "forces_ev_per_a": [[-1.3, -1.2, 0.2], [0.4, 0.0, -0.2], [0.5, 0.1, -1.9], [-3.0, 1.0, 1.3], [1.6, -0.4, -0.9], [-0.4, -0.3, 0.5], [-0.4, -0.4, 0.3], [1.5, 0.1, 0.2], [1.1, 1.0, 0.4]], "lowdin_charge": [0.737, -0.114, -0.425, -0.053, -0.263, 0.093, 0.052, -0.170, 0.142], "orbital_gap_ev": 9.4858, "e_homo_ev": -8.8, "e_lumo_ev": 0.68, "charge": 0, "smiles": "O/N=C/NS"}